Record 1
Computed, not measured: 3 unconnected molecules or ions with the total composition C14H37F5N6O5P2S, with wB97M-V/def2-TZVPD.

Structure (XYZ):
```
70
Properties=species:S:1:pos:R:3:mulliken_charge:R:1
O -5.126 3.099 4.181 -0.455
S -4.854 1.947 5.084 0.754
O -6.414 1.295 5.401 -0.115
F -6.928 0.984 4.135 -0.114
O -4.122 0.667 4.245 -0.231
C -2.762 0.935 3.963 0.620
F -2.577 2.105 3.223 -0.233
F -1.958 0.979 5.097 -0.258
C -2.274 -0.269 3.017 0.212
F -0.951 -0.147 2.637 -0.171
F -3.184 -0.275 1.929 -0.269
H -2.494 -1.223 3.597 0.248
O 0.424 -2.621 1.841 -0.675
P 1.734 -3.398 1.598 0.607
N 2.689 -2.036 1.237 0.460
C 2.659 -1.262 0.020 -1.530
C 3.048 -1.212 2.392 -1.251
N 1.111 -4.310 0.268 0.186
C 1.185 -3.905 -1.120 -0.880
C -0.232 -4.856 0.514 -1.076
N 3.218 -4.345 1.427 0.003
C 4.366 -4.118 0.577 -0.808
C 3.157 -5.697 1.975 -1.145
H 3.542 -0.618 -0.052 0.471
H 1.761 -0.638 -0.035 0.591
H 2.717 -1.880 -0.872 0.349
H 3.960 -1.604 2.857 0.269
H 2.258 -1.212 3.150 0.352
H 3.234 -0.169 2.129 0.404
H 0.734 -2.919 -1.292 0.202
H 0.668 -4.618 -1.768 0.379
H 2.211 -3.905 -1.485 0.210
H -1.016 -4.115 0.313 0.288
H -0.337 -5.186 1.550 0.321
H -0.413 -5.732 -0.117 0.368
H 4.095 -3.935 -0.463 0.227
H 5.035 -4.985 0.564 0.392
H 4.967 -3.280 0.936 0.205
H 2.857 -6.422 1.210 0.347
H 2.430 -5.745 2.791 0.331
H 4.119 -6.003 2.396 0.436
O -0.119 1.355 -3.704 -0.843
P -0.976 2.486 -3.108 0.698
N 0.077 3.757 -3.531 0.283
C 1.331 4.100 -2.896 -1.138
C 0.084 4.093 -4.954 -1.186
N -0.905 1.893 -1.487 0.292
C 0.097 2.258 -0.510 -0.848
C -1.128 0.441 -1.386 -1.106
N -2.064 3.739 -2.499 0.024
C -1.757 5.026 -1.915 -0.832
C -3.438 3.305 -2.262 -1.096
H 1.648 5.102 -3.201 0.429
H 2.130 3.391 -3.139 0.309
H 1.243 4.171 -1.815 0.374
H -0.717 4.810 -5.169 0.289
H -0.081 3.209 -5.579 0.336
H 1.024 4.541 -5.282 0.427
H 1.117 2.059 -0.864 0.340
H -0.038 1.704 0.424 0.176
H 0.011 3.303 -0.217 0.207
H -0.210 -0.127 -1.585 0.385
H -1.888 0.113 -2.099 0.356
H -1.491 0.171 -0.390 0.183
H -1.016 4.965 -1.117 0.232
H -2.643 5.486 -1.467 0.389
H -1.402 5.731 -2.670 0.211
H -3.577 2.978 -1.226 0.319
H -3.692 2.468 -2.919 0.340
H -4.154 4.102 -2.482 0.430
```

Values from the calculation:
- net charge = 0
- orbital gap (hartree) = 0.2487
- E_HOMO (eV) = -7.7098
- DFT total energy (hartree) = -2840.1611

Record 2
Computed, not measured: 9 unconnected molecules or ions with the total composition C39H55N7O4, with wB97M-V/def2-TZVPD.

Structure (XYZ):
```
105
Properties=species:S:1:pos:R:3:mulliken_charge:R:1
C 0.219 -2.202 0.944 -0.790
N -0.446 -1.098 0.242 -0.227
C -0.717 0.114 0.748 0.677
C -1.135 1.236 -0.107 -0.997
O -0.598 0.324 1.929 -0.611
H -0.534 -2.560 1.646 0.253
H 1.084 -1.783 1.458 0.259
H 0.474 -3.043 0.299 0.331
H -0.462 -1.129 -0.768 0.244
H -1.167 0.968 -1.163 0.324
H -0.378 2.015 -0.200 0.271
H -2.135 1.641 0.049 0.267
C 5.361 0.506 8.155 -0.811
N 6.153 -0.328 9.053 -0.178
C 7.224 -0.052 9.825 0.616
C 8.055 1.101 9.376 -1.092
O 7.483 -0.644 10.844 -0.613
H 4.343 0.134 8.036 0.316
H 5.742 0.420 7.137 0.276
H 5.495 1.517 8.539 0.291
H 5.784 -1.238 9.290 0.245
H 8.115 1.163 8.290 0.352
H 9.092 0.932 9.665 0.309
H 7.798 2.102 9.723 0.289
C -0.044 -4.723 -8.599 -0.097
C 0.679 -4.905 -7.350 -0.483
C 0.174 -4.144 -6.277 -0.060
N -0.716 -3.154 -6.343 -0.548
C -1.361 -2.934 -7.548 -0.123
C -0.985 -3.655 -8.664 -0.462
H 0.199 -5.443 -9.366 0.360
H 1.302 -5.781 -7.239 0.346
H 0.558 -4.286 -5.278 0.367
H -2.288 -2.389 -7.446 0.389
H -1.618 -3.739 -9.535 0.311
C -11.897 6.420 -2.721 -0.257
C -11.884 7.717 -3.009 -0.270
C -10.653 8.405 -3.181 -0.264
N -9.483 7.736 -3.014 -0.510
C -9.484 6.405 -2.827 -0.102
C -10.626 5.739 -2.656 -0.279
H -12.809 5.914 -2.440 0.362
H -12.875 8.123 -3.151 0.334
H -10.685 9.454 -2.927 0.326
H -8.595 5.819 -2.644 0.335
H -10.606 4.679 -2.452 0.326
C -6.785 -5.518 -3.076 -0.241
C -7.442 -4.481 -3.773 -0.427
C -7.447 -3.237 -3.129 -0.079
N -6.995 -3.006 -1.889 -0.559
C -6.478 -4.054 -1.191 -0.151
C -6.328 -5.291 -1.746 -0.273
H -6.715 -6.546 -3.400 0.360
H -7.810 -4.560 -4.785 0.356
H -7.678 -2.398 -3.769 0.338
H -5.983 -3.902 -0.243 0.334
H -5.817 -6.046 -1.166 0.342
C 9.228 7.612 -0.202 -0.227
C 9.692 7.749 -1.514 -0.396
C 8.955 7.061 -2.502 -0.193
N 7.854 6.369 -2.164 -0.543
C 7.259 6.391 -0.966 -0.175
C 7.973 6.975 0.037 -0.240
H 9.651 8.055 0.688 0.355
H 10.525 8.391 -1.758 0.358
H 9.060 7.160 -3.573 0.386
H 6.346 5.852 -0.758 0.358
H 7.504 6.990 1.010 0.318
C -2.843 -5.084 7.687 -0.044
C -3.376 -6.356 7.472 -0.497
C -4.527 -6.405 6.745 -0.153
N -5.156 -5.299 6.309 -0.563
C -4.672 -4.026 6.547 -0.134
C -3.430 -3.883 7.279 -0.431
H -1.894 -4.850 8.145 0.323
H -2.925 -7.244 7.888 0.366
H -4.953 -7.299 6.314 0.384
H -5.244 -3.211 6.126 0.389
H -2.965 -2.908 7.287 0.360
C -0.853 8.445 -6.333 -0.483
C -0.530 6.954 -6.418 -0.475
C 0.007 6.913 -7.845 -0.431
O -0.721 7.949 -8.609 -0.430
C -1.064 9.026 -7.689 -0.369
H -0.134 9.035 -5.765 0.328
H -1.812 8.450 -5.814 0.232
H -1.453 6.404 -6.239 0.266
H 0.199 6.599 -5.689 0.286
H -0.262 5.945 -8.267 0.305
H 1.067 7.144 -7.951 0.277
H -2.079 9.391 -7.842 0.261
H -0.365 9.842 -7.877 0.234
C 5.524 -8.565 3.604 -0.570
C 6.869 -8.084 3.456 -0.468
C 7.022 -7.387 4.864 -0.516
O 6.450 -8.273 5.799 -0.365
C 5.367 -8.875 5.149 -0.469
H 5.213 -9.461 3.066 0.316
H 4.855 -7.723 3.426 0.275
H 6.831 -7.399 2.609 0.284
H 7.653 -8.836 3.364 0.299
H 6.572 -6.394 4.832 0.275
H 8.063 -7.124 5.051 0.356
H 4.420 -8.406 5.418 0.251
H 5.420 -9.928 5.429 0.331
```

Values from the calculation:
- net charge = 0
- orbital gap (hartree) = 0.3604
- E_HOMO (eV) = -9.3187
- DFT total energy (hartree) = -2203.1036

Question: Which of these has the highest DFT total energy?
Answer: C39H55N7O4